1.
Here is a molecular structure, C29H30AsF6I2N3S2Ti from OMol25. Energies are from ωB97M-V/def2-TZVPD.

CARTESIAN COORDINATES (ANGSTROEM)
Ti -0.659 0.669 0.451
C 2.538 -2.694 1.032
N 1.119 -2.474 0.791
C 0.600 -3.108 -0.408
C -0.367 -2.244 -1.223
N -1.407 -1.588 -0.420
C -2.263 -2.608 0.227
C -2.275 -0.710 -1.172
C -2.435 -0.807 -2.562
C -3.357 -0.014 -3.205
C -4.132 0.896 -2.480
C -3.977 1.003 -1.120
C -3.061 0.188 -0.433
S -2.841 0.337 1.308
C 0.359 -2.692 1.982
C 0.070 -3.979 2.429
C -0.710 -4.187 3.555
C -1.203 -3.100 4.261
C -0.886 -1.815 3.854
C -0.095 -1.605 2.727
S 0.426 0.049 2.365
H 2.765 -3.734 1.311
H 3.104 -2.432 0.142
H 2.865 -2.042 1.842
H 0.134 -4.080 -0.198
H 1.443 -3.324 -1.068
H -0.825 -2.898 -1.979
H 0.178 -1.458 -1.742
H -2.802 -3.159 -0.552
H -2.971 -2.128 0.897
H -1.664 -3.298 0.808
H -1.835 -1.504 -3.129
H -3.474 -0.088 -4.278
H -4.846 1.524 -2.994
H -4.550 1.721 -0.548
H 0.450 -4.826 1.871
H -0.934 -5.196 3.876
H -1.826 -3.247 5.133
H -1.251 -0.956 4.403
I 1.570 3.696 3.912
C 0.326 2.655 5.275
I -1.694 2.512 4.688
H 0.366 3.184 6.219
H 0.721 1.652 5.382
F -0.509 2.549 1.222
As -1.528 3.963 0.412
F -0.061 4.405 -0.349
F -1.720 2.645 -0.751
F -2.434 5.076 -0.498
F -2.914 3.383 1.236
F -1.141 4.933 1.762
C 4.760 -0.512 -0.842
C 4.270 0.216 0.233
C 2.942 0.616 0.266
C 2.088 0.289 -0.781
C 2.583 -0.441 -1.860
C 3.910 -0.841 -1.888
N 0.761 0.848 -0.855
C 0.767 1.819 -1.925
C -0.145 1.733 -2.966
C -0.125 2.666 -3.993
C 0.819 3.680 -3.994
C 1.739 3.758 -2.956
C 1.717 2.838 -1.924
H 5.799 -0.814 -0.868
H 4.928 0.490 1.047
H 2.574 1.209 1.093
H 1.940 -0.630 -2.712
H 4.284 -1.394 -2.740
H -0.882 0.946 -2.959
H -0.852 2.595 -4.792
H 0.837 4.409 -4.793
H 2.472 4.554 -2.944
H 2.425 2.917 -1.111

Properties
Frontier orbital gap, eV: 7.04
Spin multiplicity: 1
Lowest unoccupied orbital energy, eV: -1.08
Energy above the lowest of the compared OMol25 structures with the same formula, charge and spin, kcal per mole: 13.1
E_tot, Eh: -6363.73780
Maximum force, eV/A: 0.6
HOMO level, hartree: -0.2983

=====

2.
Here is a molecular structure, C29H30BCaN7O4S2 from OMol25. Energies are from ωB97M-V/def2-TZVPD.

CARTESIAN COORDINATES (ANGSTROEM)
Ca 0.409 0.385 -0.683
C -2.726 -2.445 -0.565
N -2.414 -1.405 0.400
C -1.943 -1.981 1.640
C -1.410 -0.968 2.632
N -0.073 -0.462 2.330
C 0.955 -1.494 2.327
C 0.212 0.632 3.240
C 0.528 0.330 4.563
C 0.778 1.321 5.503
C 0.687 2.650 5.088
C 0.360 2.957 3.777
C 0.096 1.969 2.800
S -0.341 2.406 1.173
C -3.469 -0.437 0.449
C -4.417 -0.461 1.469
C -5.475 0.442 1.503
C -5.586 1.370 0.475
C -4.650 1.389 -0.551
C -3.559 0.502 -0.604
S -2.396 0.582 -1.910
H -3.594 -3.045 -0.239
H -1.859 -3.098 -0.670
H -2.940 -1.987 -1.533
H -1.144 -2.672 1.358
H -2.706 -2.602 2.147
H -1.434 -1.432 3.633
H -2.070 -0.102 2.662
H 0.905 -2.159 3.207
H 1.935 -1.020 2.307
H 0.866 -2.119 1.435
H 0.583 -0.713 4.865
H 1.027 1.064 6.527
H 0.883 3.451 5.793
H 0.300 3.991 3.455
H -4.321 -1.192 2.266
H -6.186 0.423 2.321
H -6.395 2.095 0.478
H -4.722 2.127 -1.341
B 3.437 2.258 -1.294
N 3.663 0.716 -1.049
C 4.611 -0.062 -1.584
C 4.428 -1.363 -1.142
C 3.299 -1.277 -0.321
N 2.833 -0.026 -0.262
N 2.313 2.468 -2.362
C 2.439 2.799 -3.657
C 1.178 2.848 -4.226
C 0.316 2.513 -3.171
N 1.001 2.293 -2.050
H 4.477 2.706 -1.753
H 3.100 2.765 -0.251
H 5.359 0.366 -2.234
H 5.015 -2.235 -1.385
H 2.792 -2.063 0.217
H 3.415 2.990 -4.077
H 0.922 3.083 -5.248
H -0.761 2.413 -3.160
O 0.991 -0.577 -2.635
C 0.675 -1.714 -2.203
O 0.362 -1.971 -1.010
C 0.720 -2.854 -3.203
C 0.024 -4.031 -2.975
C 0.079 -5.065 -3.896
C 0.855 -4.901 -5.025
C 1.565 -3.743 -5.276
C 1.485 -2.710 -4.357
N 0.929 -6.018 -6.008
O 1.644 -5.874 -6.977
O 0.287 -7.020 -5.776
H -0.560 -4.131 -2.070
H -0.464 -5.987 -3.747
H 2.157 -3.661 -6.175
H 2.001 -1.773 -4.515

Properties
Frontier orbital gap, eV: 4.73
Net charge: -2
Spin multiplicity: 1
Lowest unoccupied orbital energy, eV: 3.24
Energy above the lowest of the compared OMol25 structures with the same formula, charge and spin, kcal per mole: 20.8
E_tot, Eh: -3306.38645
Maximum force, eV/A: 2.0
HOMO level, hartree: -0.0549

=====

3.
Here is 4 unconnected molecules or ions with the total composition C29H30BrF4N6O12P from OMol25. Energies are from ωB97M-V/def2-TZVPD.

CARTESIAN COORDINATES (ANGSTROEM)
N -5.814 0.327 -3.055
C -4.841 1.236 -3.338
N -3.639 0.692 -3.673
C -3.729 -0.255 -4.816
C -4.159 -1.632 -4.356
O -5.145 -2.205 -4.693
Br -2.917 -2.466 -3.110
C -2.480 1.613 -3.662
C -1.965 1.712 -2.222
C -0.642 2.453 -2.096
O 0.043 2.123 -0.888
C -0.573 2.567 0.279
C -1.337 1.455 1.013
F -2.671 1.572 0.934
F -1.034 1.477 2.324
F -0.991 0.257 0.558
C -2.927 2.921 -4.300
F -1.878 3.824 -4.352
C -3.441 2.639 -5.768
O -4.468 3.229 -6.094
O -2.730 1.825 -6.374
C -4.018 3.509 -3.441
N -5.135 2.541 -3.345
P -6.220 3.202 -2.055
O -7.593 2.397 -2.320
O -5.569 2.329 -0.821
H -6.692 0.339 -3.546
H -5.580 -0.445 -2.455
H -4.441 0.078 -5.570
H -2.754 -0.309 -5.293
H -1.672 1.204 -4.266
H -1.803 0.680 -1.889
H -2.734 2.124 -1.561
H -0.815 3.536 -2.096
H 0.030 2.244 -2.925
H 0.213 2.876 0.971
H -1.227 3.430 0.123
H -3.646 3.757 -2.441
H -4.374 4.433 -3.894
H -7.724 1.698 -1.665
H -5.605 2.876 -0.024
C -2.682 -1.072 3.172
C -3.756 -1.512 3.935
C -3.620 -2.615 4.763
C -2.399 -3.260 4.807
C -1.317 -2.847 4.051
C -1.468 -1.744 3.226
N -2.242 -4.425 5.699
O -3.213 -4.779 6.336
O -1.152 -4.956 5.742
H -2.794 -0.208 2.539
H -4.704 -0.993 3.890
H -4.445 -2.969 5.363
H -0.380 -3.379 4.108
H -0.635 -1.408 2.625
C 3.085 -1.421 1.360
C 2.498 -0.401 0.623
C 3.009 -0.054 -0.619
C 4.105 -0.744 -1.099
C 4.706 -1.763 -0.381
C 4.189 -2.100 0.860
N 4.645 -0.389 -2.424
O 4.110 0.520 -3.025
O 5.594 -1.026 -2.833
H 2.684 -1.691 2.329
H 1.639 0.134 1.005
H 2.558 0.743 -1.193
H 5.562 -2.282 -0.786
H 4.646 -2.889 1.436
C 9.647 -0.001 3.279
C 8.830 -0.443 2.246
C 7.861 -1.402 2.490
C 7.730 -1.898 3.774
C 8.534 -1.477 4.816
C 9.501 -0.519 4.559
N 6.689 -2.906 4.044
O 6.012 -3.276 3.102
O 6.563 -3.302 5.181
H 10.400 0.751 3.084
H 8.945 -0.040 1.250
H 7.217 -1.755 1.698
H 8.405 -1.888 5.806
H 10.140 -0.175 5.361

Properties
Frontier orbital gap, eV: 7.90
Spin multiplicity: 1
Lowest unoccupied orbital energy, eV: -0.70
E_tot, Eh: -5669.10574
Maximum force, eV/A: 1.9
HOMO level, hartree: -0.3162

=====

4.
Here is a molecular structure, C29H30F5IrO5 from OMol25. Energies are from ωB97M-V/def2-TZVPD.

CARTESIAN COORDINATES (ANGSTROEM)
C -3.769 -0.587 -0.346
C -2.632 0.417 -0.083
C -3.165 -1.845 -0.965
C -1.777 -1.465 -1.564
H -3.862 -2.184 -1.738
H -3.097 -2.621 -0.195
C -1.619 0.198 -1.174
H -2.210 0.254 0.919
H -3.022 1.442 -0.095
C -0.428 1.257 -1.204
H -2.138 0.537 -2.102
H -1.893 -1.458 -2.668
C -0.793 -2.518 -1.268
C -4.578 -0.848 0.916
C -4.874 -0.034 -1.258
O -5.372 -0.680 -2.172
O -4.149 -0.708 2.052
O -5.846 -1.219 0.656
O -5.349 1.185 -0.962
C -6.551 1.437 -1.716
H -6.891 2.426 -1.402
H -7.299 0.671 -1.488
H -6.336 1.405 -2.788
C -6.578 -1.536 1.843
H -6.056 -2.321 2.409
H -7.554 -1.885 1.500
H -6.681 -0.646 2.483
O 0.318 1.842 -0.052
H -0.912 2.209 -1.533
H 0.280 0.946 -2.003
C 0.247 -2.881 -2.254
C -0.633 -2.913 0.143
H -0.983 -3.952 0.288
H -1.196 -2.263 0.843
H 0.434 -2.913 0.419
H 1.130 -3.293 -1.739
H 0.562 -2.030 -2.888
H -0.121 -3.670 -2.938
Ir 2.133 1.546 0.350
C 4.364 2.168 -1.017
C 3.089 1.970 -1.662
C 2.208 3.024 -1.192
H 2.862 1.306 -2.494
C 2.892 3.693 -0.105
C 4.233 3.186 -0.054
H 5.008 3.581 0.601
H 5.267 1.639 -1.312
H 1.302 3.364 -1.674
H 2.487 4.565 0.398
C 2.752 0.213 2.890
C 3.319 1.467 3.198
C 2.481 2.495 2.719
H 4.221 1.626 3.789
C 1.279 1.880 2.176
C 1.539 0.418 2.140
H 0.767 -0.322 1.920
H 3.109 -0.754 3.246
H 2.619 3.568 2.853
H 0.287 2.310 2.211
F 5.613 1.389 1.654
C 5.256 0.256 0.982
C 3.964 0.045 0.498
C 3.739 -1.258 0.117
F 2.456 -1.693 -0.088
C 4.743 -2.227 -0.043
F 4.441 -3.450 -0.524
C 6.056 -1.921 0.302
F 7.055 -2.805 0.113
C 6.304 -0.675 0.860
F 7.550 -0.361 1.269

Properties
Frontier orbital gap (spin up / spin down), eV: 3.45 / 6.23
Net charge: -1
Spin multiplicity: 6
Lowest unoccupied orbital energy (spin up / spin down), eV: 2.27 / 2.27
Energy above the lowest of the compared OMol25 structures with the same formula, charge and spin, kcal per mole: 3.3
E_tot, Eh: -2102.55520
Maximum force, eV/A: 8.1
HOMO level (spin up / spin down), hartree: -0.0432 / -0.1458

=====

5.
Here is C29H30N2O6 in the gas phase from OMol25. Energies are from ωB97M-V/def2-TZVPD.

CARTESIAN COORDINATES (ANGSTROEM)
C -2.753 -7.198 -0.714
O -1.912 -7.099 -1.840
C -2.404 -6.244 -2.841
C -2.386 -4.778 -2.476
C -3.267 -3.886 -3.074
C -3.228 -2.541 -2.749
C -2.332 -2.073 -1.804
C -1.458 -2.967 -1.203
N -0.545 -2.509 -0.215
C -0.395 -3.135 1.008
O -0.979 -4.126 1.353
C 0.591 -2.317 1.837
C -0.179 -1.771 3.016
C -0.449 -2.759 4.103
C -0.618 -0.519 3.036
C -0.317 0.473 1.952
C -0.436 1.917 2.484
C 0.589 2.264 3.556
C 1.647 3.073 2.835
O 2.735 3.375 3.241
N 1.127 3.424 1.598
C 1.813 4.243 0.662
C 2.452 5.398 1.089
C 3.117 6.184 0.165
C 3.139 5.826 -1.171
C 2.496 4.671 -1.600
C 2.525 4.296 -3.063
O 2.319 5.394 -3.923
C 1.009 5.903 -3.870
C 1.833 3.877 -0.677
C -0.119 2.872 1.347
O -0.802 3.100 0.386
C 1.071 0.175 1.375
C 1.128 -1.265 0.867
C 0.272 -1.406 -0.382
O 0.302 -0.704 -1.356
C -1.469 -4.310 -1.547
H -2.851 -6.240 -0.193
H -3.751 -7.552 -1.001
H -2.288 -7.923 -0.049
H -1.747 -6.407 -3.704
H -3.426 -6.538 -3.128
H -3.981 -4.246 -3.799
H -3.909 -1.852 -3.224
H -2.305 -1.028 -1.541
H 1.372 -2.988 2.207
H -1.104 -2.338 4.860
H -0.915 -3.649 3.681
H 0.485 -3.065 4.576
H -1.199 -0.167 3.876
H -1.054 0.375 1.143
H -1.466 2.072 2.814
H 1.029 1.395 4.045
H 0.159 2.897 4.336
H 2.432 5.673 2.132
H 3.617 7.084 0.491
H 3.648 6.441 -1.898
H 3.517 3.913 -3.323
H 1.781 3.510 -3.261
H 0.277 5.135 -4.150
H 0.967 6.723 -4.583
H 0.761 6.275 -2.869
H 1.325 2.982 -1.002
H 1.837 0.320 2.138
H 1.288 0.835 0.533
H 2.159 -1.491 0.578
H -0.777 -5.000 -1.089

Properties
Frontier orbital gap, eV: 9.66
Spin multiplicity: 1
Lowest unoccupied orbital energy, eV: 0.54
Energy above the lowest of the compared OMol25 structures with the same formula, charge and spin, kcal per mole: 0.0
E_tot, Eh: -1684.09850
Maximum force, eV/A: 0.5
SMILES: COCc1cccc(N2C(=O)[C@@H]3C(C)=C[C@@H]([C@H]4CC(=O)N(c5cccc(COC)c5)C4=O)C[C@@H]3C2=O)c1
HOMO level, hartree: -0.3355

=====

6.
Here is C29H30N4O4 in the gas phase from OMol25. Energies are from ωB97M-V/def2-TZVPD.

CARTESIAN COORDINATES (ANGSTROEM)
C 4.011 -0.683 2.702
O 2.650 -0.447 2.362
C 2.170 -1.574 1.667
C 0.989 -1.496 1.483
C 0.122 -2.552 0.714
C 0.734 -3.721 0.211
N 0.162 -4.559 -0.838
C 0.986 -5.141 -1.710
C 0.233 -4.693 -3.185
N -0.502 -3.521 -2.891
C 0.443 -2.375 -3.008
O 1.418 -2.548 -3.708
C -0.069 -0.888 -2.670
C 0.700 -0.508 -1.666
C 0.526 0.691 -1.071
C -0.933 1.168 -1.344
N -1.105 2.400 -0.419
C -2.506 2.383 -0.031
O -3.206 1.214 -0.027
N -2.846 3.323 0.981
C -1.733 4.313 1.341
C -1.011 4.700 0.062
C -0.413 3.417 -0.401
C 0.419 3.842 -1.396
O 0.641 3.122 0.648
C 0.037 2.986 2.095
C 1.212 2.517 2.808
C 0.572 2.435 4.102
C -0.405 2.895 4.697
C -1.173 3.545 3.833
C -0.975 3.697 2.408
C -1.700 0.780 -2.352
C -1.388 -0.505 -2.907
C -1.641 -3.368 -1.895
C -1.199 -4.431 -0.912
C 2.227 -3.623 0.258
C 2.883 -2.716 1.005
H 4.307 0.317 3.310
H 4.687 -0.669 1.806
H 4.357 -1.639 3.312
H 0.265 -0.720 1.955
H -0.997 -2.496 0.510
H 0.665 -6.217 -1.732
H 1.873 -4.774 -1.840
H 0.962 -4.614 -3.891
H -0.758 -5.400 -3.342
H 1.720 -0.928 -1.310
H 1.105 1.330 -0.265
H -3.633 3.166 1.377
H -2.399 5.183 1.797
H -1.683 5.242 -0.486
H -0.316 5.559 0.601
H 0.938 2.825 -1.844
H -0.160 3.953 -2.378
H 1.205 4.631 -1.286
H 2.026 2.025 2.711
H 1.392 1.926 4.804
H -0.784 2.773 5.619
H -2.188 4.100 4.041
H -2.537 1.347 -2.518
H -1.793 -0.686 -3.930
H -1.960 -2.425 -1.605
H -2.712 -3.691 -2.396
H -1.682 -5.506 -1.209
H -1.893 -4.088 -0.051
H 2.574 -4.508 -0.190
H 3.903 -2.820 1.303

Properties
Frontier orbital gap, eV: 7.82
Spin multiplicity: 1
Lowest unoccupied orbital energy, eV: 0.45
Energy above the lowest of the compared OMol25 structures with the same formula, charge and spin, kcal per mole: 493.7
E_tot, Eh: -1642.33914
Maximum force, eV/A: 17.8
SMILES: COc1ccc(N2CCN(C(=O)c3ccc(N4C(=O)N[C@@H]5C[C@@]4(C)Oc4ccccc45)cc3)CC2)cc1
HOMO level, hartree: -0.2710